# C5H13N2O2S2

2 unconnected molecules or ions with the total composition C5H13N2O2S2 in a non-equilibrium geometry (the ωB97M-V functional and the def2-TZVPD basis, the OMol25 dataset).

Atoms and positions in Å:
1 C -2.3071 -0.6183 -0.5878
2 C 0.2597 -0.0353 0.5682
3 C -0.5837 2.2208 0.6598
4 C -2.9338 -1.8693 -0.0490
5 C 2.3036 -1.6881 -0.5834
6 N -0.2931 1.1005 1.1609
7 N 0.0320 2.6779 -0.4173
8 O 3.1536 0.4553 0.8218
9 O 1.8605 0.8607 -1.1739
10 S -2.9541 0.8155 -0.1120
11 S 1.8654 -0.0035 -0.0480
12 H -1.3664 -0.5121 -1.1141
13 H 0.1636 -0.9653 1.1914
14 H -1.1558 2.8114 1.2554
15 H -3.6228 -1.4317 0.6867
16 H -2.0117 -2.4991 0.1090
17 H -3.4010 -2.4251 -0.9251
18 H 3.3009 -2.0079 -0.4431
19 H 1.6660 -2.4344 -0.1756
20 H 2.1401 -1.6729 -1.6217
21 H -0.5318 0.8713 2.1525
22 H 3.8621 0.6909 0.3060
23 H -0.1344 3.6654 -0.7365
24 H 0.6883 1.9934 -0.9242

The charge is +1. As for the energy above the lowest of the compared OMol25 structures with the same formula, charge and spin: 1.982 eV.

These are the Löwdin partial charges, in e, on atoms 1 to 4: -0.656, -0.295, -0.281, -0.160

# C5H13N2S

A molecular structure, C5H13N2S in a non-equilibrium geometry (the ωB97M-V functional and the def2-TZVPD basis, the OMol25 dataset).

Atoms and positions in Å:
1 C 1.6206 -0.2457 -0.7373
2 C 1.8319 0.7796 0.2918
3 S 3.5936 0.7659 0.8359
4 C 1.8620 -1.5700 -0.0995
5 N -1.9123 -1.1395 1.0766
6 C -1.8990 -0.6577 -0.1856
7 C -2.2052 0.8437 -0.4474
8 N -2.9066 1.3106 0.8067
9 H 2.3048 -0.1449 -1.6035
10 H 0.5955 -0.2313 -1.1248
11 H 1.7710 1.7945 -0.1004
12 H 1.1786 0.6592 1.1634
13 H 2.9215 -1.6564 0.1475
14 H 1.6727 -2.1736 -0.9882
15 H 1.1872 -1.8586 0.6799
16 H -1.3203 -1.1239 -1.0113
17 H -1.0014 -0.5097 0.7622
18 H -1.2962 1.3926 -0.7297
19 H -2.9222 0.8859 -1.2554
20 H -2.5035 0.6870 1.5496
21 H -2.5727 2.1923 0.9696

The charge is -1. As for the energy above the lowest of the compared OMol25 structures with the same formula, charge and spin: 4.821 eV.

These are the Löwdin partial charges, in e, on atoms 1 to 4: -0.446, -0.787, 0.112, -0.193

# C5H13N2S

2 unconnected molecules or ions with the total composition C5H13N2S (the ωB97M-V functional and the def2-TZVPD basis, the OMol25 dataset).

Atoms and positions in Å:
1 C -2.4006 0.0321 -2.7166
2 C -2.1842 -1.2422 -1.8999
3 C -2.1849 -0.9762 -0.3949
4 S -0.7789 0.0737 0.1406
5 H -3.3612 0.4861 -2.4628
6 H -2.3412 -0.1541 -3.7937
7 H -1.6120 0.7354 -2.4424
8 H -2.9559 -1.9881 -2.1453
9 H -1.2143 -1.6751 -2.1552
10 H -2.1176 -1.9385 0.1288
11 H -3.1191 -0.4953 -0.0850
12 C 1.2613 -0.0354 2.6536
13 N 2.0148 0.8795 1.7963
14 C 2.6104 0.3758 0.6660
15 N 3.1273 1.1297 -0.2214
16 H 0.3358 0.4419 2.9637
17 H 0.9652 -0.9206 2.0919
18 H 1.8501 -0.2837 3.5421
19 H 1.5364 1.7444 1.5903
20 H 2.6114 -0.7172 0.6201
21 H 3.4863 0.5487 -0.9740

The charge is -1. As for the energy above the lowest of the compared OMol25 structures with the same formula, charge and spin: 0.404 eV.

These are the Löwdin partial charges, in e, on atoms 1 to 4: -0.169, -0.396, -0.753, 0.265

# C5H13N2S

A gas-phase ion, C5H13N2S (charge -2) in a non-equilibrium geometry (the ωB97M-V functional and the def2-TZVPD basis, the OMol25 dataset).

Atoms and positions in Å:
1 C 0.2448 -0.0338 -0.6736
2 N 0.1582 -0.3108 0.9355
3 C 1.5330 -0.1204 1.3729
4 C 1.5016 -0.5208 2.8397
5 S 3.1554 -0.6215 3.5545
6 C -1.1427 -0.1396 -1.2270
7 N -2.1448 0.8095 -0.5544
8 C -1.2427 0.2449 -2.7388
9 H 0.5480 1.0087 -0.6454
10 H 0.9553 -0.5886 -1.2517
11 H -0.1892 -1.2218 1.0740
12 H 2.2669 -0.7087 0.7584
13 H 1.8388 0.9299 1.2664
14 H 1.0207 -1.4867 2.9500
15 H 0.9562 0.1712 3.4529
16 H -1.5195 -1.1716 -1.1280
17 H -1.9255 0.8817 0.4222
18 H -2.1180 1.6450 -1.0448
19 H -0.5777 -0.2611 -3.4332
20 H -1.0246 1.3654 -2.8386
21 H -2.2942 0.1293 -3.0909

The charge is -2. Its spin multiplicity is 2. As for the energy above the lowest of the compared OMol25 structures with the same formula, charge and spin: 0.349 eV.

These are the Löwdin partial charges, in e, on atoms 1 to 4: -0.199, -0.062, -0.401, -0.821

# C5H13N3

C5H13N3 in the gas phase in a non-equilibrium geometry (the ωB97M-V functional and the def2-TZVPD basis, the OMol25 dataset).

Atoms and positions in Å:
1 H 2.1582 -0.2993 0.6143
2 N 2.2109 0.7303 0.6114
3 C 0.9717 1.0958 0.4629
4 C 0.6970 2.5768 0.3581
5 N -0.0604 0.1655 0.3538
6 C -1.4665 0.5615 0.3833
7 N 0.3540 -1.0654 -0.2569
8 C -0.0008 -2.2157 0.5670
9 C -0.1568 -1.1737 -1.6231
10 H -0.1507 2.8692 0.9798
11 H 0.4767 2.8128 -0.6880
12 H 1.5747 3.1517 0.6670
13 H -1.7256 1.1381 -0.5102
14 H -2.1310 -0.3065 0.4377
15 H -1.6718 1.1705 1.2699
16 H 0.4297 -2.1182 1.5696
17 H 0.4182 -3.1303 0.1320
18 H -1.0825 -2.3523 0.6655
19 H -1.2391 -1.3445 -1.6528
20 H 0.3334 -2.0017 -2.1457
21 H 0.0607 -0.2645 -2.1958

The charge is 0. As for the energy above the lowest of the compared OMol25 structures with the same formula, charge and spin: 1.763 eV.

These are the Löwdin partial charges, in e, on atoms 1 to 4: 0.032, 0.108, -0.455, -0.041

# C5H13N3

2 unconnected molecules or ions with the total composition C5H13N3 (the ωB97M-V functional and the def2-TZVPD basis, the OMol25 dataset).

Atoms and positions in Å:
1 C 1.5699 -2.4765 1.6978
2 N 0.2038 -1.9577 1.7919
3 C 0.0826 -0.7330 2.0255
4 N 1.1519 0.1840 2.3335
5 H 2.0552 -2.0998 0.7970
6 H 1.5502 -3.5605 1.6418
7 H 2.1815 -2.1657 2.5453
8 H -0.9053 -0.2668 1.9944
9 H 1.0922 1.0330 1.7728
10 H 0.9782 0.5067 3.2795
11 C -0.5163 0.3797 -3.5161
12 C -1.0641 0.3965 -2.3059
13 C -0.5819 1.2482 -1.1809
14 N -1.6651 2.1046 -0.6681
15 H -0.8958 -0.2712 -4.2886
16 H 0.3344 1.0167 -3.7241
17 H -1.9433 -0.2152 -2.1218
18 H -0.1646 0.6422 -0.3680
19 H 0.2098 1.9097 -1.5359
20 H -1.3293 2.7848 0.0005
21 H -2.3439 1.5404 -0.1706

The charge is 0. As for the energy above the lowest of the compared OMol25 structures with the same formula, charge and spin: 2.005 eV.

These are the Löwdin partial charges, in e, on atoms 1 to 4: -0.140, -0.005, -0.326, 0.031

# C5H13N3

2 unconnected molecules or ions with the total composition C5H13N3 in a non-equilibrium geometry (the ωB97M-V functional and the def2-TZVPD basis, the OMol25 dataset).

Atoms and positions in Å:
1 C 0.2737 2.1150 0.2310
2 N -0.2250 0.9361 0.2082
3 C -1.6549 0.7873 0.3385
4 N -1.9536 -0.6029 0.2856
5 N -2.3435 1.3375 -0.7823
6 H 1.3633 2.2453 0.1687
7 H -0.3258 3.0321 0.3191
8 H -2.0100 1.2036 1.2873
9 H -2.9496 -0.7595 0.3390
10 H -1.5657 -0.9192 -0.5987
11 H -2.3634 2.3466 -0.6904
12 H -3.2666 0.9247 -0.8925
13 C 2.7718 -1.0242 -1.0331
14 C 1.5758 -1.1056 -0.4006
15 C 1.3813 -1.7801 0.9234
16 H 3.6616 -1.4744 -0.6045
17 H 2.9532 -0.4193 -1.9160
18 H 0.6873 -0.9813 -1.0164
19 H 2.2639 -2.3365 1.2516
20 H 1.1882 -1.0508 1.7164
21 H 0.5378 -2.4745 0.8658

The charge is 0. As for the energy above the lowest of the compared OMol25 structures with the same formula, charge and spin: 2.451 eV.

These are the Löwdin partial charges, in e, on atoms 1 to 4: -0.013, 0.023, -0.587, 0.047

# C5H13N3

A molecular structure, C5H13N3 in a non-equilibrium geometry (the ωB97M-V functional and the def2-TZVPD basis, the OMol25 dataset).

Atoms and positions in Å:
1 C 0.1743 0.3311 -0.6924
2 C 2.4447 0.1184 0.2769
3 C 3.1191 -1.1131 0.2311
4 C -1.7997 -0.9106 -0.5416
5 C -2.0150 1.8078 -0.4657
6 N 1.2691 0.2995 -0.1439
7 N -0.8692 0.0120 1.3701
8 N -1.0564 0.2106 0.0653
9 H 0.1482 0.4010 -1.7425
10 H 2.9855 1.0208 0.4339
11 H 2.3432 -1.8765 0.1118
12 H 3.7014 -1.4629 1.1067
13 H 3.8576 -1.0129 -0.4841
14 H -2.6581 -1.1839 0.1435
15 H -1.9949 -0.9430 -1.5737
16 H -1.3058 -1.9627 -0.3785
17 H -2.9411 1.4486 -0.2032
18 H -1.6851 2.5566 0.2235
19 H -1.8403 2.1136 -1.4842
20 H -1.6031 -0.4564 1.8364
21 H -0.2743 0.6019 1.9106

The charge is +2. As for the energy above the lowest of the compared OMol25 structures with the same formula, charge and spin: 4.419 eV.

These are the Löwdin partial charges, in e, on atoms 1 to 4: 0.001, -0.009, 0.028, 0.002

# C5H13N3O

C5H13N3O in the gas phase in a non-equilibrium geometry (the ωB97M-V functional and the def2-TZVPD basis, the OMol25 dataset).

Atoms and positions in Å:
1 H -1.3668 -1.8661 1.5444
2 N -1.5775 -0.9231 2.0612
3 C -0.9811 0.0988 1.6453
4 N -0.4044 0.4401 0.3473
5 C -0.3913 1.8102 -0.0997
6 C -1.7518 2.0001 -0.7479
7 O -0.3580 -0.4596 -0.6723
8 C 1.0201 -0.5716 -1.1646
9 C 1.8418 -1.1819 -0.0475
10 N 1.5149 -2.5993 0.2857
11 H -0.7237 0.9226 2.2315
12 H 0.4085 2.2209 -0.6820
13 H -0.3927 2.4016 0.8309
14 H -1.6473 1.3075 -1.6424
15 H -1.9540 3.0333 -0.9914
16 H -2.5217 1.6734 -0.0685
17 H 1.4648 0.4250 -1.3232
18 H 0.8620 -1.1801 -2.0795
19 H 2.9160 -1.2199 -0.3868
20 H 1.8134 -0.4399 0.7527
21 H 1.6107 -3.1993 -0.4855
22 H 0.6180 -2.6926 0.6921

The charge is 0. As for the energy above the lowest of the compared OMol25 structures with the same formula, charge and spin: 4.506 eV.

These are the Löwdin partial charges, in e, on atoms 1 to 4: 0.087, 0.082, -0.248, -0.203

# C5H13N3O

A molecular structure, C5H13N3O in a non-equilibrium geometry (the ωB97M-V functional and the def2-TZVPD basis, the OMol25 dataset).

Atoms and positions in Å:
1 C 0.4519 -0.4064 -1.5275
2 C 1.4209 0.3056 1.9410
3 C -0.7983 -0.6215 1.5873
4 C -0.7750 -0.7911 -2.3174
5 N 0.3780 -0.0175 0.9726
6 N 0.8251 -1.2410 -0.5233
7 C 0.1645 1.0962 -0.1758
8 N -1.1750 1.5267 -0.2109
9 O 1.0797 1.9035 -0.2773
10 H 1.8229 -1.1674 -0.3346
11 H 1.2294 0.0921 -2.1025
12 H -1.2604 2.3866 -0.7360
13 H -1.8623 0.8428 -0.4909
14 H 1.0310 0.8812 2.7874
15 H 1.8388 -0.6294 2.3234
16 H 2.1909 0.8896 1.4416
17 H -1.4619 -1.0098 0.8173
18 H -1.3358 0.0986 2.2082
19 H -0.4814 -1.4644 2.2031
20 H -1.5090 -1.3005 -1.6871
21 H -0.5299 -1.4685 -3.1424
22 H -1.2441 0.0945 -2.7560

The charge is 0. As for the energy above the lowest of the compared OMol25 structures with the same formula, charge and spin: 4.483 eV.

These are the Löwdin partial charges, in e, on atoms 1 to 4: -0.345, -0.075, -0.087, -0.106

# C5H13N3O

C5H13N3O in the gas phase in a non-equilibrium geometry (the ωB97M-V functional and the def2-TZVPD basis, the OMol25 dataset).

Atoms and positions in Å:
1 C -0.4636 0.3174 2.4195
2 C -0.7985 -0.3134 1.0871
3 C -0.8773 -1.8278 1.1190
4 N 0.7518 0.0263 0.1642
5 C 0.6173 0.3910 -1.1731
6 C 1.3717 1.6456 -1.5619
7 N 0.7761 -0.6686 -2.1436
8 N -0.9759 0.6246 -1.1932
9 O -1.3782 1.7378 -1.3746
10 H -0.3861 1.3961 2.2838
11 H 0.4674 -0.0858 2.8137
12 H -1.2679 0.1224 3.1339
13 H -1.7745 0.0623 0.7821
14 H -1.1721 -2.2167 0.1441
15 H 0.0761 -2.2658 1.4156
16 H -1.6370 -2.1346 1.8431
17 H 1.2208 -0.8732 0.2181
18 H 2.4319 1.4160 -1.6459
19 H 0.9967 2.0427 -2.5059
20 H 1.2276 2.4022 -0.7950
21 H 0.1690 -1.4542 -1.9394
22 H 0.6249 -0.3443 -3.0914

The charge is 0. As for the energy above the lowest of the compared OMol25 structures with the same formula, charge and spin: 4.608 eV.

These are the Löwdin partial charges, in e, on atoms 1 to 4: -0.100, -0.303, -0.098, 0.093

# C5H13N3O12V2

A molecular structure, C5H13N3O12V2 in a non-equilibrium geometry (the ωB97M-V functional and the def2-TZVPD basis, the OMol25 dataset).

Atoms and positions in Å:
1 O -12.1516 15.4770 27.2064
2 V -12.2950 16.1932 25.7872
3 O -12.3060 17.7098 26.1414
4 O -6.7010 18.6228 21.3312
5 V -6.7544 17.0925 21.2763
6 O -5.1764 16.7198 21.2771
7 O -10.2062 15.9178 24.8952
8 C -8.8836 16.3274 25.2727
9 C -7.6980 16.7951 24.2692
10 O -7.4676 16.0014 23.1392
11 H -8.4648 15.6228 25.9914
12 H -9.0274 17.1820 25.9338
13 H -6.7039 16.9243 24.6971
14 H -7.9989 17.7638 23.8702
15 C -6.1720 13.2267 25.3520
16 N -6.5470 12.4394 24.1285
17 O -6.1975 11.2282 24.1259
18 O -7.3240 12.9144 23.3284
19 H -7.0423 13.4124 25.9814
20 H -5.6992 14.1181 24.9396
21 H -5.3875 12.6702 25.8648
22 C -7.9201 18.3110 28.8396
23 N -6.9892 19.4170 28.6649
24 O -6.0367 19.5530 29.4684
25 O -7.1933 20.0780 27.7104
26 H -8.6542 18.6023 29.5910
27 H -7.4848 17.3885 29.2236
28 H -8.4901 18.0285 27.9545
29 C -9.3743 20.3172 25.2120
30 N -9.1260 20.6935 23.8648
31 O -10.0563 20.9102 23.1073
32 O -7.9673 20.8966 23.6258
33 H -10.3475 19.8281 25.1693
34 H -9.3778 21.2793 25.7243
35 H -8.6555 19.5950 25.5993

The charge is +1. Its spin multiplicity is 2.

These are the Löwdin partial charges, in e, on atoms 1 to 4: -0.256, 1.172, -0.250, -0.224

| no. | E (hartree) |
| --- | --- |
| 1 | -1254.27137 |
| 2 | -705.86107 |
| 3 | -706.02336 |
| 4 | -705.86881 |
| 5 | -362.51750 |
| 6 | -362.50858 |
| 7 | -362.49220 |
| 8 | -361.75979 |
| 9 | -437.68851 |
| 10 | -437.68935 |
| 11 | -437.68473 |
| 12 | -3152.64930 |